{
  "formula": "C20H80BF4O20",
  "method": "ωB97M-V/def2-TZVPD",
  "species": ["B", "F", "F", "F", "F", "C", "O", "H", "H", "H", "H", "C", "O", "H", "H", "H", "H", "C", "O", "H", "H", "H", "H", "C", "O", "H", "H", "H", "H", "C", "O", "H", "H", "H", "H", "C", "O", "H", "H", "H", "H", "C", "O", "H", "H", "H", "H", "C", "O", "H", "H", "H", "H", "C", "O", "H", "H", "H", "H", "C", "O", "H", "H", "H", "H", "C", "O", "H", "H", "H", "H", "C", "O", "H", "H", "H", "H", "C", "O", "H", "H", "H", "H", "C", "O", "H", "H", "H", "H", "C", "O", "H", "H", "H", "H", "C", "O", "H", "H", "H", "H", "C", "O", "H", "H", "H", "H", "C", "O", "H", "H", "H", "H", "C", "O", "H", "H", "H", "H", "C", "O", "H", "H", "H", "H"],
  "positions_angstrom": [[-0.330525, -0.364091, -0.022081], [-0.936106, -0.102377, -1.228907], [-1.221020, -0.241398, 1.045830], [0.143338, -1.630349, -0.113708], [0.673804, 0.513688, 0.077252], [-4.469914, 0.747000, -4.554728], [-4.809999, -0.569351, -4.213769], [-3.404464, 0.970527, -4.500380], [-4.707188, 0.700221, -5.617563], [-5.162269, 1.469958, -4.123355], [-4.142624, -0.978289, -3.657920], [2.145388, 4.076293, 0.475192], [3.054143, 4.288751, 1.464548], [2.685535, 4.401189, -0.414077], [2.032017, 2.992853, 0.437734], [1.173161, 4.566352, 0.527197], [2.780168, 3.735300, 2.199556], [3.767749, -0.432815, -0.419098], [3.369821, -1.810092, -0.583750], [3.124401, 0.111458, 0.272261], [4.836250, -0.460599, -0.205454], [3.770594, 0.003394, -1.418003], [2.412090, -1.826153, -0.647675], [-1.822303, -2.187513, -3.226463], [-2.749428, -1.327757, -2.636668], [-1.046558, -1.704157, -3.820339], [-1.320942, -2.839497, -2.511154], [-2.403230, -2.901675, -3.810071], [-2.314337, -0.706016, -2.048672], [0.735447, -5.024716, 0.192338], [1.564374, -5.322031, 1.310664], [1.277765, -4.287452, -0.399638], [0.642084, -5.966063, -0.349190], [-0.236469, -4.577261, 0.400347], [1.046720, -5.567718, 2.080906], [-0.818291, 4.146286, -4.680391], [-0.264231, 5.317719, -4.171610], [-1.072889, 3.417090, -3.911276], [-1.801651, 4.372726, -5.092504], [-0.252040, 3.630684, -5.456042], [0.278186, 5.083120, -3.415067], [4.817852, 0.330964, 3.182128], [4.085825, -0.389230, 4.088310], [5.581234, -0.419165, 2.975614], [4.211884, 0.651582, 2.334707], [5.204997, 1.291030, 3.523429], [3.221492, -0.589902, 3.721904], [-2.632887, -2.988624, 2.001970], [-2.890189, -3.882318, 3.040459], [-1.573399, -2.811382, 1.817100], [-2.953984, -3.583468, 1.146890], [-3.165300, -2.042205, 2.096409], [-3.813250, -4.061280, 3.234184], [1.347294, -2.316097, 2.750323], [1.883579, -1.003502, 2.820281], [1.374799, -2.662246, 1.717116], [1.843495, -3.072433, 3.358462], [0.277695, -2.327030, 2.959977], [1.631714, -0.568306, 2.002497], [-3.205084, -5.902772, -0.588258], [-3.148300, -7.322692, -0.339592], [-2.381538, -5.476072, -0.015734], [-2.937036, -5.797106, -1.639489], [-4.106863, -5.388122, -0.256537], [-3.204227, -7.330862, 0.618748], [-2.203384, 2.969494, -1.091347], [-2.277627, 2.089982, -2.189225], [-1.172597, 3.196938, -0.819627], [-2.597824, 3.952895, -1.347150], [-2.714332, 2.651758, -0.182452], [-1.412345, 1.675649, -2.154448], [-5.665163, 1.477239, -0.820958], [-5.263975, 2.741128, -1.384570], [-6.643522, 1.550745, -0.346088], [-5.777636, 0.825117, -1.687096], [-4.941938, 1.100400, -0.097750], [-4.479146, 2.553021, -1.904430], [2.162326, 2.577320, 5.258655], [2.034774, 2.260269, 3.875854], [2.330508, 1.668577, 5.836599], [2.980388, 3.285014, 5.393004], [1.234895, 3.012525, 5.630905], [1.684655, 1.366888, 3.905715], [-1.786928, -0.733321, 4.575313], [-2.241926, 0.120176, 3.523967], [-2.163720, -1.755398, 4.614023], [-0.701514, -0.811791, 4.513659], [-1.963051, -0.409611, 5.601132], [-2.015781, -0.247418, 2.666442], [5.924342, 2.411063, 0.020663], [6.759350, 2.426885, -1.151231], [5.077942, 1.768911, -0.222956], [6.483442, 2.031125, 0.875745], [5.537262, 3.392978, 0.292890], [7.341066, 1.670402, -1.046582], [-1.217956, 2.927149, 2.414325], [-2.577134, 2.792003, 2.811510], [-0.580739, 2.668026, 3.259852], [-1.097437, 2.222119, 1.591827], [-0.923916, 3.931044, 2.108000], [-2.519350, 1.888107, 3.129677], [1.352923, 0.863600, -3.007817], [1.210038, 1.834857, -2.059678], [1.891000, 0.004101, -2.608033], [0.372706, 0.595828, -3.402248], [1.997452, 1.272960, -3.785708], [0.854074, 1.361740, -1.303999], [-6.468139, -1.453468, 1.873751], [-6.665610, -2.879486, 1.970913], [-5.618765, -1.243837, 1.223571], [-7.352970, -0.957734, 1.474465], [-6.192756, -0.999241, 2.825571], [-7.123759, -3.157635, 1.174473], [5.712902, -4.176703, -1.325030], [5.640926, -2.786198, -1.618626], [5.144476, -4.665501, -2.116285], [6.769991, -4.442530, -1.326149], [5.177567, -4.355495, -0.392530], [4.741366, -2.563940, -1.367636], [3.326416, 4.205556, -3.812753], [2.250896, 4.278310, -2.920664], [2.904664, 3.769716, -4.718436], [3.639968, 5.239277, -3.958430], [4.099049, 3.578831, -3.367382], [2.027214, 3.373581, -2.690361]],
  "forces_ev_per_a": [[-1.7, -0.8, 0.1], [-1.1, 0.7, -1.2], [-0.2, 0.0, 0.1], [1.0, -2.0, 0.4], [2.3, 1.7, 1.3], [-0.5, -0.7, -1.7], [-0.6, -0.7, 0.5], [-0.1, 0.2, 0.6], [0.1, 0.9, -0.4], [0.4, 0.2, 0.5], [0.4, 0.2, 0.5], [0.2, -1.0, -2.1], [1.1, 0.9, 2.5], [-0.7, -0.1, -0.5], [-0.7, -0.2, -0.7], [-0.1, 0.2, 0.3], [0.2, 0.0, 0.5], [0.5, -0.8, -1.3], [-0.3, 0.4, 0.6], [0.4, 0.0, 0.0], [-0.2, 0.1, 0.8], [-0.4, 0.6, 0.0], [-0.3, -0.1, -0.1], [0.1, -1.1, 0.1], [-0.5, 0.0, -0.1], [-0.1, 0.2, -0.2], [0.2, 0.2, 0.5], [0.1, 0.3, -0.5], [0.2, 0.1, 0.1], [0.6, -0.3, -0.1], [0.0, 0.4, 0.5], [0.0, -0.1, -0.2], [-0.4, 0.2, -0.5], [0.0, -0.2, 0.4], [-0.2, 0.0, -0.1], [-1.3, -0.7, 0.1], [0.2, 0.4, 0.0], [0.3, -0.1, 0.2], [0.0, 0.2, -0.3], [0.4, 0.2, -0.1], [0.5, 0.0, 0.0], [0.5, -0.1, -0.9], [-1.1, 0.0, 2.4], [0.8, 0.9, -1.2], [0.1, -0.5, -0.5], [0.3, -0.1, 0.7], [-0.2, -0.1, -0.2], [-0.9, -0.7, -1.4], [1.1, -0.7, 2.1], [0.1, 0.0, 0.7], [-0.2, 1.0, -0.9], [0.0, 0.0, -0.1], [-0.1, 0.5, -0.5], [-0.8, -0.7, -1.1], [-0.3, -0.1, 0.3], [0.4, -0.1, 0.0], [0.3, 0.6, 0.2], [-0.1, 0.2, 0.5], [0.0, 0.2, -0.1], [1.5, -0.6, -0.1], [-0.7, 0.8, 0.4], [0.1, 0.4, -0.1], [-0.5, 0.4, 0.0], [-0.3, -0.3, -0.4], [0.0, -0.7, 0.2], [0.3, 1.4, 0.7], [0.1, 0.0, 0.1], [0.3, -0.3, 0.0], [-0.4, -0.1, -0.2], [-0.2, -0.4, -0.1], [-0.1, -0.5, -0.4], [0.1, 0.5, -1.1], [-0.5, -0.2, 0.8], [0.1, 0.4, 0.0], [0.0, -0.7, 0.3], [0.1, -0.1, 0.0], [0.2, 0.0, -0.1], [-0.2, 0.1, 0.1], [0.1, -0.1, 0.3], [0.4, 0.0, 0.1], [0.0, -0.1, 0.0], [-0.1, 0.3, 0.0], [-0.1, -0.2, -0.6], [1.1, -0.4, 0.1], [-0.7, -0.3, 1.4], [-0.4, -0.1, -0.8], [0.2, -0.1, 0.0], [-0.5, 1.0, -0.4], [0.3, -0.2, -0.1], [-0.1, -0.3, -0.4], [0.0, 0.4, 0.5], [-0.2, 0.0, 0.5], [-0.1, -0.1, 0.1], [0.2, 0.1, -0.4], [0.1, 0.0, -0.2], [0.0, -0.2, -0.1], [0.3, 0.7, 0.0], [0.3, -0.1, -0.1], [0.8, 0.1, -0.1], [-0.5, 0.1, -0.1], [-0.9, -0.4, 0.4], [0.6, -0.7, -1.5], [-0.2, 1.3, 1.0], [-0.2, -0.4, -0.1], [0.1, -0.4, -0.4], [-0.2, -0.1, -0.4], [0.0, 0.5, 0.7], [0.3, -0.3, -0.4], [0.1, 0.6, 0.4], [0.0, 0.0, -0.3], [0.0, 0.1, 0.1], [-0.3, -0.5, 0.2], [0.0, 0.0, 0.0], [-0.5, 0.9, -0.6], [0.6, -0.1, 0.1], [0.3, -0.7, -0.1], [-0.2, -0.4, 0.2], [0.4, -0.4, 0.3], [-0.4, 0.6, 0.0], [-0.6, 0.1, 0.0], [-0.7, 0.3, 0.8], [0.7, 0.0, -0.6], [0.4, -0.3, -0.3], [0.4, 0.1, -0.4], [-0.4, -0.2, 0.5]],
  "mulliken_charge": [-0.456, 0.302, -0.238, 0.351, -0.670, -0.482, -0.606, 0.064, 0.346, 0.239, 0.517, 0.033, -0.640, 0.225, -0.232, 0.217, 0.300, -0.654, -0.761, 0.109, 0.556, 0.483, 0.112, -0.588, -0.610, 0.263, 0.079, 0.368, 0.503, -0.121, -0.548, 0.058, 0.431, -0.162, 0.295, -0.032, -0.543, -0.328, 0.310, 0.296, 0.356, -0.362, -0.602, 0.351, -0.125, 0.327, 0.533, 0.290, -0.621, -0.251, 0.038, 0.072, 0.332, -0.477, -0.284, 0.069, 0.438, 0.071, -0.023, -0.070, -0.549, -0.179, 0.245, 0.316, 0.290, -0.746, -0.085, -0.016, 0.548, 0.323, -0.185, -0.292, -0.588, 0.317, 0.271, -0.024, 0.238, -0.805, -0.038, 0.317, 0.273, 0.288, 0.062, -0.535, -0.564, 0.226, 0.060, 0.377, 0.385, -0.137, -0.556, -0.247, 0.373, 0.254, 0.304, 0.155, -0.645, 0.159, -0.444, 0.315, 0.478, -0.506, 0.511, -0.034, 0.015, 0.393, -0.253, -0.430, -0.530, 0.076, 0.326, 0.273, 0.289, -0.559, -0.516, 0.239, 0.225, 0.235, 0.420, -0.668, -0.416, 0.235, 0.276, 0.228, 0.390],
  "orbital_gap_ev": 9.397,
  "fmax_ev_per_a": 3.1,
  "charge": -1,
  "homo_ha": -0.27694
}



{
  "formula": "C20H8Cl2F5IN2ORe",
  "method": "ωB97M-V/def2-TZVPD",
  "species": ["Re", "Cl", "C", "C", "C", "I", "C", "O", "C", "N", "C", "C", "C", "C", "H", "H", "H", "H", "F", "C", "C", "C", "F", "C", "F", "C", "F", "C", "F", "Cl", "C", "C", "C", "C", "N", "C", "H", "H", "H", "H"],
  "positions_angstrom": [[0.075400, 0.006065, -0.367596], [-4.230588, -4.508186, 2.395626], [-3.393853, -3.469814, 1.326520], [-3.703452, -3.465808, -0.009318], [-3.054710, -2.608145, -0.931870], [-3.579326, -2.617255, -2.907584], [-2.073325, -1.770078, -0.447038], [-1.390274, -0.861213, -1.189121], [-1.729436, -1.785511, 0.912149], [-0.746350, -0.894545, 1.256005], [-0.461206, -0.740052, 2.555362], [-1.070223, -1.507000, 3.534423], [-2.022535, -2.450073, 3.190164], [-2.384552, -2.599064, 1.848761], [-4.477482, -4.132160, -0.365173], [0.267267, 0.021191, 2.801736], [-0.795991, -1.347824, 4.567327], [-2.499635, -3.049740, 3.953942], [-1.386654, 2.117783, 1.973781], [-1.087997, 2.651402, 0.801299], [-0.484404, 1.867024, -0.195353], [-0.210831, 2.504393, -1.414058], [0.376940, 1.665069, -2.317521], [-0.472608, 3.813823, -1.700178], [-0.188481, 4.371715, -2.855995], [-1.070084, 4.553027, -0.669354], [-1.342576, 5.811545, -0.865545], [-1.372209, 3.980480, 0.572432], [-1.925971, 4.729092, 1.503093], [5.165665, 0.811963, -2.361423], [4.269956, 0.206140, -1.044119], [4.873717, -0.523065, -0.020541], [4.088746, -1.012163, 1.016374], [2.728801, -0.783771, 1.006049], [2.146861, -0.062263, 0.026104], [2.915575, 0.440944, -0.969144], [5.939873, -0.707830, -0.048245], [4.529621, -1.584285, 1.820154], [2.077432, -1.181077, 1.769908], [2.411159, 1.010478, -1.739777]],
  "forces_ev_per_a": [[-0.4, -0.1, -0.5], [0.0, 0.0, 0.0], [0.0, 0.1, -0.1], [0.0, -0.1, 0.2], [0.4, 0.2, 0.5], [-0.1, 0.0, -0.3], [-0.6, -0.6, 0.2], [1.2, 0.5, 0.2], [-0.1, 0.1, -0.2], [-0.1, -0.3, 0.6], [0.1, 0.1, -0.3], [-0.1, -0.1, 0.1], [0.1, 0.1, 0.1], [-0.1, 0.0, -0.2], [0.0, 0.0, 0.0], [0.0, 0.0, 0.1], [0.0, 0.0, 0.0], [0.0, 0.0, 0.0], [0.0, 0.0, 0.0], [0.1, -0.1, 0.0], [-0.2, 0.7, 0.0], [0.0, -0.1, 0.1], [-0.1, -0.1, -0.1], [0.0, 0.0, 0.0], [0.0, 0.0, 0.0], [0.0, 0.1, 0.1], [0.0, 0.0, 0.0], [0.0, 0.1, 0.0], [0.0, 0.0, 0.0], [0.0, 0.0, 0.0], [0.1, 0.1, 0.2], [-0.1, 0.0, 0.0], [0.0, 0.1, -0.1], [0.1, 0.0, 0.0], [-0.2, -0.2, -0.3], [-0.1, -0.1, -0.2], [0.0, 0.0, 0.0], [0.0, 0.0, 0.0], [0.0, 0.0, 0.0], [0.1, 0.0, 0.0]],
  "lowdin_spin": [0.885, -0.001, -0.003, 0.001, -0.003, 0.000, 0.014, 0.048, 0.003, 0.011, 0.011, 0.000, 0.002, -0.001, 0.000, 0.002, 0.000, 0.000, 0.001, 0.001, -0.007, 0.003, 0.004, -0.002, -0.001, 0.002, 0.001, 0.000, 0.000, 0.000, 0.001, 0.000, 0.000, 0.006, 0.015, 0.007, 0.000, 0.000, 0.001, 0.001],
  "orbital_gap_ev": [5.459, 5.799],
  "e_above_lowest_kcal_mol": 0.0,
  "fmax_ev_per_a": 1.3,
  "spin_multiplicity": 2,
  "charge": 2,
  "homo_ha": [-0.52719, -0.52858]
}



| no. | total energy (Eh) |
| --- | --- |
| 1 | -2739.07316 |
| 2 | -2746.73876 |